(1)
# C45H41BrCsN8O2P2S

C45H41BrCsN8O2P2S as an isolated structure (ωB97M-V/def2-TZVPD, the OMol25 dataset).

Structure (XYZ):
```
101
Properties=species:S:1:pos:R:3:forces:R:3
Cs -0.51439 0.27242 0.10800 3.34 -0.67 0.41
N 1.01720 -2.42116 4.22455 0.02 -0.26 -0.03
C 1.05018 -1.88150 2.98442 -0.05 -0.43 0.13
N 0.93257 -0.63796 2.71089 -0.02 0.21 -0.20
C 0.69175 0.24394 3.75526 -0.12 0.55 -0.66
N 0.36480 1.46822 3.57126 0.47 0.21 2.22
N 0.06985 2.03267 2.42328 -0.41 0.32 -1.70
C 0.54508 3.18086 2.13655 0.42 -0.45 1.07
C 0.20280 3.89057 0.91525 -0.13 0.55 -0.60
C 0.20392 5.28852 0.89018 0.03 -0.36 0.04
C 0.05175 5.93615 -0.32115 -0.01 -0.11 -0.07
C -0.08445 5.17436 -1.47187 -0.01 0.09 0.19
C -0.14281 3.79665 -1.33583 -0.08 0.24 -0.41
N -0.01805 3.16703 -0.18244 0.10 0.06 0.21
C 0.85017 -0.22302 5.12966 0.23 -0.38 0.21
C 0.92805 0.64600 6.21561 -0.01 -0.14 0.03
C 1.07413 0.14908 7.49459 -0.06 0.18 -0.07
C 1.13479 -1.22306 7.70611 0.00 -0.05 -0.13
C 1.10416 -2.09832 6.63654 -0.01 -0.03 0.06
C 0.98396 -1.60193 5.34278 -0.05 0.69 0.24
H 1.11855 -3.41631 4.35804 -0.04 0.10 -0.20
H 1.16579 -2.58191 2.16761 0.06 -0.16 0.02
H 1.28572 3.67286 2.77361 -0.19 -0.06 0.22
H 0.32183 5.83724 1.81072 0.10 0.10 0.10
H 0.05705 7.01361 -0.36802 0.02 0.13 -0.02
H -0.13803 5.63492 -2.44468 -0.08 0.03 -0.11
H -0.27981 3.15948 -2.19627 -0.07 -0.10 -0.19
H 0.88884 1.70722 6.02386 -0.06 0.05 -0.01
H 1.14736 0.83243 8.32695 -0.02 0.01 0.09
H 1.22411 -1.60136 8.71306 0.04 -0.10 0.05
H 1.18886 -3.16085 6.80216 0.01 -0.18 0.01
O -1.38658 0.85250 -2.24436 0.62 0.35 -1.27
P -2.84813 0.79972 -2.39969 -1.77 0.18 -0.70
C -3.67146 1.60518 -0.95960 0.29 -0.64 0.19
P -3.94433 0.48678 0.46384 -1.85 1.14 -0.08
O -2.75914 -0.27774 0.87974 -1.23 -1.08 0.88
C -5.31761 -0.58223 -0.02621 0.28 0.13 0.21
C -5.10450 -1.95329 0.01291 0.16 0.05 0.08
C -6.11047 -2.81783 -0.37534 -0.13 0.00 0.01
C -7.32460 -2.30484 -0.80289 -0.02 -0.07 -0.01
C -7.54730 -0.93550 -0.81544 -0.12 0.03 -0.09
C -6.54822 -0.06859 -0.41688 0.16 0.00 -0.01
C -4.61792 1.54891 1.77980 0.18 -0.36 -0.38
C -4.93406 0.88668 2.96177 0.03 -0.04 0.01
C -5.45457 1.58643 4.03407 0.01 -0.05 0.04
C -5.65978 2.95389 3.92783 0.00 0.05 -0.04
C -5.35294 3.61442 2.74964 -0.04 0.13 0.04
C -4.83262 2.91596 1.67319 0.07 -0.07 -0.11
C -3.42001 -0.91559 -2.61416 0.27 0.38 -0.16
C -4.57552 -1.26663 -3.30365 -0.03 0.02 -0.02
C -4.88121 -2.60137 -3.50298 -0.12 0.02 -0.07
C -4.03937 -3.59297 -3.02543 0.06 0.04 0.02
C -2.87218 -3.24720 -2.36385 0.01 -0.15 0.02
C -2.55794 -1.91443 -2.17072 0.08 0.15 0.10
C -3.48321 1.79697 -3.78654 0.15 -0.24 0.28
C -4.83791 2.07097 -3.96022 0.06 -0.01 0.06
C -5.25110 2.89960 -4.98680 -0.12 0.01 -0.01
C -4.31789 3.47060 -5.83892 0.05 -0.02 -0.02
C -2.97024 3.19015 -5.67936 -0.07 0.06 -0.10
C -2.55542 2.35032 -4.65990 0.12 -0.12 0.11
H -4.61311 2.06844 -1.25316 -0.01 -0.02 0.01
H -2.96327 2.38422 -0.65308 -0.09 0.07 -0.06
H -4.13787 -2.31954 0.33026 0.07 -0.08 0.01
H -5.94377 -3.88569 -0.35613 0.01 -0.06 -0.03
H -8.10413 -2.97404 -1.13106 -0.12 -0.09 -0.01
H -8.50073 -0.54469 -1.13827 -0.09 0.01 -0.01
H -6.72188 0.99967 -0.40046 -0.06 0.09 -0.02
H -4.75567 -0.17958 3.02392 -0.04 -0.05 0.11
H -5.70019 1.07297 4.95173 0.00 -0.05 0.06
H -6.05774 3.50757 4.76485 -0.05 0.03 0.06
H -5.51869 4.67841 2.66489 0.00 0.07 0.02
H -4.59025 3.44359 0.76137 0.01 0.05 -0.05
H -5.22324 -0.50827 -3.71550 -0.09 0.04 0.00
H -5.77460 -2.86953 -4.04762 -0.08 0.00 -0.03
H -4.28690 -4.63233 -3.18663 0.00 -0.08 -0.02
H -2.19856 -4.01146 -2.00343 0.06 -0.03 0.05
H -1.62636 -1.64420 -1.69395 0.03 -0.10 0.01
H -5.57555 1.64117 -3.29565 -0.09 0.01 0.08
H -6.30344 3.10541 -5.12066 -0.05 0.02 0.00
H -4.64585 4.13149 -6.62744 -0.01 0.03 -0.07
H -2.24521 3.62621 -6.35051 0.06 0.02 -0.03
H -1.50886 2.11667 -4.52421 0.10 0.04 0.01
N -3.51126 -4.63056 2.13903 -0.25 -0.22 -0.10
C -2.55372 -5.06445 1.29709 -0.15 -0.10 0.08
N -2.82021 -6.15838 0.55361 -0.34 -0.09 0.11
S -1.10992 -4.27462 1.14970 0.67 0.44 -0.10
H -4.36290 -5.14489 2.29138 0.02 0.06 0.02
H -3.31939 -3.82265 2.70628 0.04 -0.06 -0.08
H -3.63681 -6.72660 0.70970 0.03 0.02 0.02
H -2.05595 -6.56304 0.04272 0.01 0.05 -0.01
Br 3.84570 -3.81518 -5.40423 -0.26 0.22 0.34
C 2.84431 -2.94702 -4.03147 0.10 -0.09 -0.13
C 3.07474 -3.25815 -2.70084 0.00 0.02 -0.16
C 2.31761 -2.59548 -1.74651 0.21 -0.22 -0.05
N 1.39669 -1.69218 -2.04003 -0.35 0.24 0.43
C 1.18729 -1.40830 -3.31566 0.03 -0.02 -0.34
C 1.88211 -2.00485 -4.35736 0.15 -0.14 0.01
H 3.81603 -3.98850 -2.42090 0.06 -0.06 0.05
H 2.46024 -2.80499 -0.69428 0.07 -0.07 0.06
H 0.42589 -0.66880 -3.51962 -0.11 0.12 -0.04
H 1.68183 -1.74665 -5.38429 -0.04 0.04 -0.08
```
Forces are in eV/Å.

Results
electronic energy: -6002.9458 hartree
net charge: +1
gap between HOMO and LUMO: 7.938 eV
spin multiplicity: 1
HOMO energy: -9.8 eV
relative energy (zero: lowest compared OMol25 entry of this formula, charge and spin): 192.4 kJ/mol
LUMO: -1.83 eV


(2)
# C6H19NO4

A 3-piece molecular cluster, C6H19NO4 overall (ωB97M-V/def2-TZVPD, the OMol25 dataset).

Structure (XYZ):
```
30
Properties=species:S:1:pos:R:3:forces:R:3
C 1.18948 8.42577 11.48841 0.61 -1.16 1.83
O 0.54223 7.64429 12.55649 -0.72 -0.16 -0.88
C 1.33329 7.02585 13.62475 -1.09 1.32 -1.16
C 0.49770 6.68615 14.88790 0.43 0.58 -0.68
N 0.14308 5.28215 15.04040 0.10 0.48 -0.24
C -0.60945 5.01560 16.25623 1.27 -0.75 1.10
C 0.21792 5.00505 17.61379 -0.29 0.58 -1.13
O 0.51336 6.35451 17.97249 -0.36 -1.15 0.62
C 1.01920 6.55252 19.29923 -0.58 1.14 -0.85
H 1.54829 9.34504 11.95134 -0.28 0.40 -0.34
H 0.54038 8.55430 10.62223 -0.46 0.16 0.60
H 2.07920 7.94629 11.08024 0.16 -0.45 0.16
H 2.00201 7.84342 13.89399 0.76 -0.54 0.21
H 1.78366 6.13631 13.18431 0.53 0.00 0.31
H -0.41871 7.27624 14.89716 -0.01 0.09 -0.17
H 1.10944 7.05130 15.71285 -0.04 -0.03 0.30
H 1.00619 4.75765 15.04645 0.02 -0.33 0.04
H -0.98713 3.99791 16.15742 -0.37 0.01 0.06
H -1.43043 5.72867 16.33122 -0.02 -0.10 0.09
H 1.13825 4.42678 17.53192 0.42 -0.02 -0.57
H -0.30568 4.43368 18.38027 -0.64 0.44 0.32
H 0.62126 5.91706 20.09040 -0.01 -0.54 -0.34
H 0.61668 7.54472 19.50323 0.49 0.18 0.44
H 2.10876 6.57957 19.28424 0.04 -0.19 0.21
O -2.18305 4.73036 10.37324 -0.14 -0.20 -0.21
H -1.92175 5.64460 10.26312 0.07 0.24 0.00
H -1.86111 4.49179 11.24253 0.10 -0.03 0.26
O -2.00833 -0.40524 8.13330 0.09 -0.11 -0.19
H -2.36045 -0.91067 8.86595 -0.09 -0.16 0.16
H -2.06596 0.50598 8.42068 0.00 0.28 0.03
```
Forces are in eV/Å.

Results
electronic energy: -595.6280 hartree
net charge: 0
gap between HOMO and LUMO: 9.662 eV
spin multiplicity: 1
HOMO energy: -8.8 eV
relative energy (zero: lowest compared OMol25 entry of this formula, charge and spin): 344.0 kJ/mol
LUMO: 0.82 eV
structure (SMILES): COCCNCCOC.O.O


(3)
# C4H8O3Rb

C4H8O3Rb as an isolated structure (ωB97M-V/def2-TZVPD, the OMol25 dataset).

Structure (XYZ):
```
16
Properties=species:S:1:pos:R:3:forces:R:3
C 3.37489 -0.32848 2.46494 0.11 -0.05 0.12
C 2.51510 0.53995 1.57510 0.09 0.28 -0.17
O 1.27024 0.70481 2.26637 0.33 0.30 0.57
H 4.34999 -0.47068 1.98233 -0.22 0.01 0.18
H 3.52592 0.14008 3.44613 0.00 -0.13 -0.28
H 2.90813 -1.31133 2.61408 0.15 0.26 -0.05
H 2.35606 0.06907 0.59407 -0.15 0.08 0.24
H 2.95464 1.53434 1.40806 0.04 -0.22 0.05
Rb -2.13809 -0.53270 0.45128 0.19 0.03 0.06
O 0.35302 1.33852 1.41610 -0.59 1.39 -0.41
O -1.41496 2.06471 0.04324 -0.69 2.16 0.98
C -0.95954 3.05048 0.63455 0.87 -1.66 -3.12
C 0.17394 2.83776 1.55688 0.44 -2.43 1.13
H 1.06275 3.38339 1.20546 -0.28 -0.08 0.26
H -1.04608 4.05508 0.18300 -0.77 0.04 0.59
H -0.11860 3.08101 2.59000 0.48 0.03 -0.16
```
Forces are in eV/Å.

Results
electronic energy: -406.6905 hartree
net charge: +1
gap between HOMO and LUMO: 9.832 eV
spin multiplicity: 1
HOMO energy: -13.3 eV
relative energy (zero: lowest compared OMol25 entry of this formula, charge and spin): 97.1 kJ/mol
LUMO: -3.51 eV


(4)
# C5H7FN

A 2-piece molecular cluster, C5H7FN overall (ωB97M-V/def2-TZVPD, the OMol25 dataset).

Structure (XYZ):
```
14
Properties=species:S:1:pos:R:3:forces:R:3
C -2.99868 -0.00893 -0.98438 -2.37 0.90 -1.30
C -1.91812 0.06608 -0.49474 4.48 0.35 3.14
C 0.64253 -0.91480 0.81536 -0.52 -1.08 2.32
C 0.83468 0.99863 -0.15943 -0.65 0.37 -1.39
C 0.00692 0.47900 0.97258 -2.37 -1.59 -1.55
N 1.13420 -0.45448 -0.50282 1.00 -0.69 -0.09
F -0.27351 1.06157 2.08349 -0.09 -0.11 -0.71
H -3.92246 0.26190 -1.49385 0.54 -0.71 0.33
H 1.59008 -1.07451 1.43870 -1.59 0.27 -0.29
H -0.04552 -1.83671 0.84234 1.23 1.55 -0.17
H 0.47766 1.66636 -0.97838 -0.09 -0.84 0.75
H 1.74397 1.38274 0.19937 1.41 0.72 0.66
H 2.14428 -0.70033 -0.52751 -0.85 0.40 -0.87
H 0.58397 -0.92652 -1.21072 -0.16 0.47 -0.81
```
Forces are in eV/Å.

Results
electronic energy: -348.8192 hartree
net charge: +1
gap between HOMO and LUMO (alpha / beta): 8.101 / 8.103 eV
spin multiplicity: 1
HOMO energy (alpha / beta): -13.7 / -13.7 eV
relative energy (zero: lowest compared OMol25 entry of this formula, charge and spin): 516.2 kJ/mol
LUMO (alpha / beta): -5.62 / -5.62 eV


(5)
# C2H6O

One molecule with the formula C2H6O (ωB97M-V/def2-TZVPD, the OMol25 dataset).

Structure (XYZ):
```
9
Properties=species:S:1:pos:R:3:forces:R:3
C -1.16353 -0.07186 0.10435 -0.29 -0.18 0.08
O -0.11214 0.71112 -0.40123 -0.02 0.07 -0.07
C 1.15099 0.15728 -0.14492 0.33 -0.10 0.05
H -0.93969 -1.14805 0.04050 -0.03 0.18 -0.05
H -1.38479 0.17252 1.15467 0.11 -0.05 -0.13
H -2.05274 0.13320 -0.49785 0.10 -0.01 0.12
H 1.28758 -0.78669 -0.69667 -0.02 0.13 0.10
H 1.31387 -0.04429 0.92626 -0.08 0.08 -0.15
H 1.90045 0.87678 -0.48511 -0.11 -0.12 0.05
```
Forces are in eV/Å.

Results
electronic energy: -155.0060 hartree
net charge: 0
gap between HOMO and LUMO: 10.970 eV
spin multiplicity: 1
HOMO energy: -9.8 eV
relative energy (zero: lowest compared OMol25 entry of this formula, charge and spin): 52.1 kJ/mol
LUMO: 1.14 eV
structure (SMILES): COC